A structure of composition C61H69CaIN9O3Se, computed with ωB97M-V/def2-TZVPD.

Each line ends with the Löwdin charge.
Cartesian coordinates (Å):
Ca (-0.805, -0.159, -0.344)  1.159
N (-2.971, -4.567, 0.098)  0.117
C (-3.596, -3.750, -0.845)  -0.327
C (-3.846, -4.265, -2.123)  -0.038
C (-4.464, -3.447, -3.046)  -0.069
C (-4.815, -2.152, -2.682)  -0.069
C (-4.546, -1.756, -1.384)  -0.128
N (-3.969, -2.539, -0.474)  0.149
C (-2.289, -4.177, 1.251)  -0.307
C (-2.252, -5.074, 2.327)  -0.027
C (-1.558, -4.712, 3.461)  -0.086
C (-0.952, -3.463, 3.516)  -0.072
C (-1.057, -2.646, 2.404)  -0.145
N (-1.682, -3.000, 1.279)  0.146
H (-3.048, -5.557, -0.055)  0.129
H (-3.527, -5.268, -2.382)  0.102
H (-4.649, -3.805, -4.051)  0.105
H (-5.255, -1.462, -3.388)  0.104
H (-4.786, -0.751, -1.050)  0.119
H (-2.777, -6.019, 2.267)  0.102
H (-1.511, -5.388, 4.306)  0.100
H (-0.418, -3.125, 4.393)  0.099
H (-0.630, -1.649, 2.400)  0.082
C (3.382, -0.470, 1.844)  -0.049
C (4.093, -1.567, 1.397)  -0.057
C (3.439, -2.509, 0.620)  -0.024
C (2.098, -2.318, 0.312)  -0.232
N (1.404, -1.263, 0.747)  0.067
C (2.044, -0.363, 1.494)  -0.152
C (1.355, -3.274, -0.553)  -0.215
C (1.754, -4.599, -0.713)  -0.019
C (1.025, -5.419, -1.555)  -0.071
C (-0.074, -4.894, -2.212)  -0.057
C (-0.398, -3.564, -1.991)  -0.125
N (0.292, -2.772, -1.179)  0.127
H (3.825, 0.313, 2.443)  0.080
H (5.144, -1.685, 1.630)  0.104
H (3.979, -3.358, 0.225)  0.102
H (1.484, 0.500, 1.831)  -0.004
H (2.609, -4.990, -0.180)  0.102
H (1.314, -6.453, -1.695)  0.102
H (-0.673, -5.489, -2.888)  0.100
H (-1.240, -3.103, -2.487)  0.079
I (-3.931, 2.953, 3.013)  0.581
C (-2.636, 2.118, 1.441)  -1.101
H (-2.712, 2.865, 0.659)  -0.041
H (-3.185, 1.224, 1.175)  -0.072
C (2.798, 2.608, -3.202)  -0.155
C (1.494, 3.038, -2.983)  -0.140
C (0.632, 2.279, -2.196)  -0.187
C (0.987, 1.056, -1.588)  -0.231
C (2.316, 0.673, -1.848)  -0.185
C (3.208, 1.413, -2.623)  -0.140
H (3.480, 3.192, -3.811)  0.084
H (1.151, 3.970, -3.423)  0.090
H (-0.379, 2.663, -2.061)  0.080
H (2.699, -0.262, -1.434)  0.062
H (4.222, 1.054, -2.781)  0.083
C (2.776, -0.321, -7.230)  -0.054
C (1.653, -1.286, -6.950)  -0.225
C (1.627, -2.516, -7.601)  -0.065
C (0.622, -3.438, -7.358)  -0.098
C (-0.383, -3.125, -6.457)  -0.036
C (-0.377, -1.899, -5.807)  -0.218
N (-1.403, -1.618, -4.858)  0.094
C (-2.307, -0.595, -5.078)  -0.206
C (-2.737, -0.322, -6.386)  -0.028
C (-3.668, 0.666, -6.636)  -0.099
C (-4.200, 1.423, -5.598)  -0.103
C (-3.763, 1.179, -4.309)  -0.032
C (-2.830, 0.187, -4.022)  -0.075
C (-2.386, 0.056, -2.591)  -0.640
O (-2.671, 0.939, -1.757)  -0.061
O (-1.715, -0.977, -2.260)  -0.217
C (0.645, -0.967, -6.032)  -0.141
C (0.647, 0.327, -5.268)  -0.002
H (3.451, -0.726, -7.984)  0.068
H (3.358, -0.114, -6.329)  0.081
H (2.399, 0.638, -7.590)  0.084
H (2.416, -2.753, -8.306)  0.100
H (0.623, -4.393, -7.868)  0.093
H (-1.189, -3.816, -6.243)  0.106
H (-1.137, -1.663, -3.875)  0.089
H (-2.326, -0.905, -7.200)  0.110
H (-3.983, 0.849, -7.657)  0.095
H (-4.927, 2.200, -5.796)  0.091
H (-4.120, 1.770, -3.474)  0.116
H (-0.118, 1.011, -5.645)  0.099
H (1.606, 0.836, -5.318)  0.062
H (0.431, 0.162, -4.212)  0.079
C (0.658, 5.364, 1.743)  -0.112
C (1.130, 4.762, 0.423)  -0.254
C (2.643, 4.584, 0.284)  -0.181
C (3.231, 3.380, 1.012)  -0.129
N (3.050, 3.403, 2.461)  -0.041
C (2.312, 2.469, 3.116)  -0.031
Se (-0.809, 1.790, 1.970)  0.413
N (2.276, 2.912, 4.402)  -0.056
C (1.573, 2.197, 5.447)  -0.150
C (2.484, 1.438, 6.407)  -0.191
C (3.391, 0.402, 5.739)  -0.249
C (4.697, 0.970, 5.186)  -0.109
C (2.989, 4.085, 4.574)  -0.169
C (3.235, 4.880, 5.683)  -0.013
C (4.026, 6.004, 5.496)  -0.104
C (4.554, 6.316, 4.241)  -0.101
C (4.299, 5.524, 3.131)  -0.011
C (3.499, 4.403, 3.313)  -0.168
H (-0.399, 5.628, 1.683)  0.070
H (1.220, 6.270, 1.996)  0.069
H (0.750, 4.656, 2.566)  0.038
H (0.798, 5.404, -0.399)  0.104
H (0.642, 3.795, 0.277)  0.055
H (3.153, 5.506, 0.584)  0.092
H (2.881, 4.424, -0.770)  0.097
H (4.299, 3.287, 0.791)  0.123
H (2.735, 2.473, 0.663)  0.109
H (0.908, 1.508, 4.925)  0.108
H (0.942, 2.904, 5.994)  0.126
H (1.826, 0.939, 7.125)  0.107
H (3.097, 2.136, 6.987)  0.099
H (2.834, -0.102, 4.942)  0.099
H (3.641, -0.368, 6.475)  0.099
H (4.533, 1.649, 4.350)  0.048
H (5.353, 0.168, 4.842)  0.066
H (5.232, 1.527, 5.960)  0.073
H (2.829, 4.634, 6.655)  0.105
H (4.241, 6.650, 6.338)  0.094
H (5.174, 7.196, 4.131)  0.094
H (4.710, 5.773, 2.163)  0.104
C (-5.468, -1.273, 5.052)  -0.067
N (-4.870, -1.365, 3.743)  -0.154
C (-5.716, -1.885, 2.689)  -0.044
C (-3.665, -0.809, 3.409)  -0.517
C (-2.802, -0.259, 4.521)  -0.049
O (-3.284, -0.786, 2.252)  -0.014
H (-5.964, -2.216, 5.294)  0.083
H (-6.218, -0.474, 5.100)  0.092
H (-4.717, -1.085, 5.813)  0.072
H (-6.589, -1.241, 2.534)  0.091
H (-6.069, -2.885, 2.958)  0.083
H (-5.138, -1.943, 1.771)  0.059
H (-3.326, 0.498, 5.103)  0.050
H (-1.937, 0.204, 4.049)  0.014
H (-2.486, -1.064, 5.191)  0.079

## Properties
multiplicity = 1
charge = -1
F_max = 0.60 eV Å⁻¹
energy above the lowest of the compared OMol25 structures with the same formula, charge and spin = 0.0 kcal per mole
M = 1222.22 g/mol
frontier orbital gap = 6.27 eV